ORCA calculation (ωB97M-V/def2-TZVPD) on 10 unconnected molecules or ions with the total composition C20H65N5O10 at a distorted geometry.

Geometry as XYZ:
```
100
Properties=species:S:1:pos:R:3:lowdin_charge:R:1
C 2.068 -2.826 0.627 -0.112
O 2.475 -3.483 1.832 -0.202
C 2.375 -4.900 1.555 -0.215
C 2.886 -5.629 2.784 -0.443
C 2.776 -7.106 2.551 -0.066
N 2.076 -5.182 3.926 0.054
H 0.956 -2.836 0.539 0.077
H 2.501 -3.313 -0.269 0.090
H 2.349 -1.736 0.702 0.093
H 1.417 -5.208 1.158 0.123
H 3.040 -5.103 0.671 0.132
H 3.909 -5.273 2.971 0.143
H 1.815 -7.437 2.230 0.073
H 3.028 -7.670 3.479 0.092
H 3.479 -7.405 1.825 0.062
H 2.637 -5.555 4.707 0.089
H 2.155 -4.219 4.038 0.015
C -0.978 -3.338 3.334 -0.068
O -0.902 -2.036 4.012 -0.199
C -0.091 -2.220 5.176 -0.199
C 0.069 -0.825 5.874 -0.457
C -0.030 0.340 4.925 -0.091
N 1.305 -0.827 6.619 0.013
H -1.601 -3.355 2.447 0.078
H -1.343 -4.099 3.997 0.074
H 0.048 -3.640 3.000 0.068
H -0.458 -2.959 5.942 0.139
H 0.882 -2.545 4.868 0.089
H -0.772 -0.804 6.612 0.145
H 0.699 0.352 4.080 0.077
H 0.262 1.330 5.388 0.087
H -1.079 0.399 4.534 0.084
H 2.090 -0.528 5.988 0.096
H 1.292 -0.149 7.366 0.062
C -4.691 1.097 1.446 -0.093
O -4.841 -0.092 0.669 -0.184
C -3.731 -0.423 -0.169 -0.191
C -3.873 0.366 -1.481 -0.385
C -5.028 -0.179 -2.315 -0.046
N -2.633 0.458 -2.305 0.046
H -5.530 1.220 2.074 0.070
H -4.525 1.994 0.818 0.082
H -3.821 1.042 2.109 0.084
H -2.774 -0.104 0.233 0.103
H -3.653 -1.495 -0.282 0.119
H -4.233 1.372 -1.144 0.130
H -5.586 0.661 -2.670 0.066
H -5.603 -0.684 -1.527 0.082
H -4.825 -0.876 -3.122 0.078
H -1.797 0.312 -1.737 0.045
H -2.624 -0.378 -2.899 0.077
C 2.249 6.177 -1.753 -0.111
O 1.836 5.583 -2.977 -0.184
C 2.108 4.188 -3.009 -0.237
C 1.744 3.702 -4.387 -0.376
C 0.224 3.632 -4.463 -0.059
N 2.370 2.335 -4.533 0.052
H 3.314 6.002 -1.519 0.090
H 1.692 5.807 -0.886 0.076
H 2.011 7.246 -1.737 0.088
H 3.147 4.003 -2.755 0.115
H 1.559 3.631 -2.228 0.110
H 2.053 4.472 -5.116 0.148
H 0.027 3.252 -5.444 0.072
H -0.200 4.617 -4.331 0.079
H -0.222 3.032 -3.647 0.075
H 3.086 2.428 -5.259 0.090
H 1.808 1.592 -4.848 0.049
C -1.169 4.305 -1.327 -0.124
O -0.217 3.453 -0.743 -0.216
C -0.736 2.685 0.375 -0.150
C 0.168 1.400 0.612 -0.369
C 1.627 1.817 1.043 -0.042
N 0.106 0.538 -0.572 0.061
H -1.785 4.664 -0.538 0.065
H -1.900 3.868 -2.108 0.117
H -0.622 5.190 -1.702 0.089
H -0.641 3.162 1.376 0.125
H -1.772 2.407 0.196 0.099
H -0.242 0.781 1.410 0.123
H 2.063 2.310 0.167 0.064
H 2.169 0.921 1.161 0.039
H 1.750 2.479 1.901 0.074
H 0.439 -0.405 -0.318 0.064
H 0.615 0.862 -1.352 0.045
O -2.513 1.722 -4.635 -0.093
H -3.365 1.464 -4.964 0.029
H -2.492 1.254 -3.764 -0.032
O 3.138 0.530 -2.246 -0.079
H 4.004 0.757 -1.874 0.053
H 2.928 1.183 -2.944 0.000
O 1.179 -1.759 -2.648 -0.057
H 1.859 -1.100 -2.529 -0.004
H 0.485 -1.390 -3.211 0.004
O -0.605 -0.374 -4.669 -0.070
H -1.412 0.182 -4.908 0.038
H -0.487 -0.968 -5.388 0.026
O -1.228 -2.589 -1.117 -0.063
H -0.437 -2.112 -1.486 0.006
H -1.279 -3.446 -1.488 0.014
```

Computed properties:
DFT total energy in eV: -49716.6794
Relative energy (zero: lowest compared OMol25 entry of this formula, charge and spin) in eV: 1.6758
E_HOMO in hartree: -0.33388
SMILES: COC[C@H](C)N.COC[C@H](C)N.COC[C@H](C)N.COC[C@H](C)N.COC[C@H](C)N.O.O.O.O.O

=====

ORCA calculation (ωB97M-V/def2-TZVPD) on a molecular structure, C3H10CsO2.

Geometry as XYZ:
```
16
Properties=species:S:1:pos:R:3:lowdin_charge:R:1
Cs -14.883 1.978 -0.593 1.134
C -17.120 -0.764 -1.995 -0.091
C -15.761 -1.226 -2.437 -0.297
O -14.935 -0.074 -2.725 -0.242
H -17.639 -0.208 -2.773 0.089
H -17.068 -0.119 -1.109 0.033
H -17.741 -1.613 -1.710 0.092
H -15.888 -1.833 -3.337 0.125
H -15.277 -1.852 -1.685 0.119
H -14.209 -0.366 -3.283 0.091
C -11.883 0.464 2.444 -0.120
O -13.187 0.551 1.851 -0.200
H -11.096 0.795 1.765 0.082
H -11.829 1.041 3.367 0.088
H -11.721 -0.581 2.690 0.087
H -13.519 1.441 1.987 0.012
```

Computed properties:
DFT total energy in eV: -7910.4075
Relative energy (zero: lowest compared OMol25 entry of this formula, charge and spin) in eV: 0.2886
E_HOMO in hartree: -0.51974
Total charge: +1

=====

ORCA calculation (ωB97M-V/def2-TZVPD) on 13 unconnected molecules or ions with the total composition C28H76N2O17 at a distorted geometry.

Geometry as XYZ:
```
123
Properties=species:S:1:pos:R:3:lowdin_charge:R:1
C 11.487 -1.708 1.349 -0.064
C 10.572 -1.674 0.135 -0.290
O 9.243 -1.823 0.561 -0.140
C 8.296 -1.553 -0.459 -0.237
C 6.944 -1.252 0.157 -0.170
C 5.874 -1.364 -0.923 -0.201
C 4.459 -1.110 -0.392 -0.183
C 4.151 -1.958 0.849 -0.129
C 2.693 -2.342 1.007 -0.145
O 2.699 -3.226 2.204 0.083
C 2.149 -2.604 3.244 -0.509
O 1.789 -3.084 4.304 0.147
O 2.050 -1.255 2.914 0.054
C 1.731 -1.266 1.517 -0.355
C 2.019 0.176 1.076 -0.077
C 1.210 1.155 1.888 -0.213
N 1.165 2.406 1.671 0.115
C 0.208 -1.478 1.304 0.000
C -0.254 -2.817 0.770 -0.445
O 0.196 -3.891 1.113 0.119
N -1.306 -2.677 -0.170 -0.139
C -2.484 -2.139 0.599 -0.040
C -1.660 -3.977 -0.737 -0.091
H 11.714 -0.715 1.713 0.063
H 12.425 -2.201 1.115 0.065
H 11.001 -2.306 2.113 0.077
H 10.854 -2.485 -0.541 0.106
H 10.710 -0.725 -0.387 0.117
H 8.186 -2.429 -1.100 0.107
H 8.643 -0.726 -1.077 0.121
H 6.983 -0.226 0.513 0.118
H 6.756 -1.933 0.978 0.115
H 5.933 -2.314 -1.447 0.116
H 6.085 -0.572 -1.640 0.116
H 4.442 -0.063 -0.110 0.097
H 3.746 -1.320 -1.184 0.118
H 4.660 -2.910 0.713 0.132
H 4.509 -1.521 1.770 0.107
H 2.338 -3.020 0.245 0.158
H 3.066 0.397 1.257 0.109
H 1.745 0.324 0.037 0.143
H 0.603 0.749 2.690 0.120
H 1.778 2.617 0.881 0.074
H -0.172 -0.729 0.622 0.122
H -0.289 -1.339 2.260 0.147
H -3.404 -2.594 0.266 0.084
H -2.377 -2.410 1.652 0.098
H -2.531 -1.060 0.570 0.067
H -0.822 -4.404 -1.271 0.085
H -2.476 -3.834 -1.436 0.083
H -2.007 -4.681 0.018 0.091
C -5.261 1.113 -0.338 -0.151
O -4.707 0.138 0.544 -0.140
H -4.457 1.482 -0.972 0.081
H -6.041 0.675 -0.961 0.066
H -5.681 1.945 0.230 0.066
H -5.421 -0.175 1.109 0.057
C -8.843 2.880 -1.530 -0.122
O -8.288 1.891 -0.658 -0.143
H -8.063 3.272 -2.177 0.085
H -9.626 2.438 -2.150 0.060
H -9.259 3.697 -0.934 0.073
H -9.012 1.571 -0.107 0.050
C 4.698 0.661 4.139 -0.128
O 5.354 0.420 2.892 -0.136
H 3.631 0.528 3.981 0.063
H 5.033 -0.049 4.900 0.084
H 4.884 1.680 4.487 0.080
H 6.297 0.536 3.031 0.077
C -8.438 0.832 -4.956 -0.150
O -9.401 1.886 -5.000 -0.135
H -8.529 0.340 -3.989 0.070
H -8.625 0.111 -5.748 0.063
H -7.427 1.230 -5.059 0.082
H -9.312 2.316 -5.854 0.076
C 1.630 5.917 3.474 -0.169
O 2.284 4.810 4.083 -0.136
H 2.194 6.812 3.726 0.074
H 1.604 5.808 2.387 0.071
H 0.609 6.025 3.849 0.074
H 1.784 4.022 3.851 0.045
C -11.457 0.215 -2.940 -0.145
O -10.837 -0.089 -1.687 -0.135
H -12.481 0.522 -2.742 0.080
H -10.925 1.025 -3.437 0.044
H -11.468 -0.667 -3.585 0.082
H -9.934 -0.359 -1.874 0.063
C -11.340 3.073 1.264 -0.139
O -10.703 1.906 1.784 -0.133
H -10.705 3.922 1.501 0.083
H -11.416 2.959 0.179 0.071
H -12.332 3.240 1.688 0.079
H -11.252 1.148 1.565 0.084
C -7.995 1.092 3.446 -0.137
O -7.248 0.826 2.256 -0.128
H -7.597 0.467 4.242 0.078
H -7.891 2.141 3.735 0.082
H -9.048 0.861 3.296 0.057
H -7.604 1.390 1.563 0.040
C -2.581 2.146 2.514 -0.153
O -1.813 1.943 1.337 -0.145
H -3.631 2.054 2.246 0.064
H -2.349 1.393 3.274 0.076
H -2.406 3.143 2.930 0.075
H -0.878 2.019 1.568 0.000
C 15.081 -0.200 1.134 -0.163
O 13.991 0.702 0.971 -0.131
H 15.020 -0.610 2.138 0.078
H 15.024 -1.020 0.413 0.073
H 16.039 0.315 1.020 0.074
H 14.043 1.066 0.085 0.072
C -6.383 -0.887 -7.682 -0.147
O -7.340 0.167 -7.764 -0.142
H -6.499 -1.361 -6.711 0.077
H -6.552 -1.632 -8.462 0.077
H -5.365 -0.499 -7.766 0.078
H -7.240 0.587 -8.620 0.076
C 9.756 -2.894 -3.573 -0.152
O 8.642 -2.006 -3.610 -0.132
H 9.799 -3.327 -2.578 0.061
H 9.639 -3.700 -4.303 0.078
H 10.690 -2.362 -3.768 0.080
H 8.608 -1.628 -4.492 0.074
```

Computed properties:
DFT total energy in eV: -68050.1204
Relative energy (zero: lowest compared OMol25 entry of this formula, charge and spin) in eV: 0.0000
E_HOMO in hartree: -0.34092